# 1
10
Properties=species:S:1:pos:R:3:mulliken_charge:R:1 method="wB97M-V/def2-TZVPD" total_charge=+1 orbital_gap_ev=10.630 homo_energy_ev=-14.5637 relative_energy_ev=0.0000
Rb -3.15 1.99 0.46 0.99
C 0.54 -1.11 -0.16 -1.01
C 0.27 0.38 -0.37 -0.22
O -0.58 0.91 0.67 -0.50
H -0.38 -1.67 0.01 0.27
H 1.21 -1.27 0.69 0.33
H 1.09 -1.54 -1.00 0.33
H -0.21 0.50 -1.34 0.29
H 1.23 0.90 -0.43 0.25
H -0.02 0.90 1.46 0.28



# 2
56
Properties=species:S:1:pos:R:3:mulliken_charge:R:1 method="wB97M-V/def2-TZVPD" total_charge=+3 orbital_gap_ev="5.977 / 5.881" homo_energy_ev="-16.6415 / -16.6166"
Mo 0.78 1.35 0.51 0.35
C -3.53 0.23 -0.14 -0.57
N -2.69 0.23 1.08 0.25
C -2.85 -0.73 2.07 -0.55
C -2.03 -0.37 3.14 -0.53
N -1.40 0.78 2.82 0.35
B -0.60 1.46 4.01 -0.38
N 0.74 0.64 4.18 0.20
C 1.45 0.79 5.37 -0.61
C 2.67 0.24 5.24 -0.72
N 2.75 -0.28 3.95 0.39
C 3.73 -1.26 3.54 -1.13
C 1.58 -0.04 3.31 0.16
S 1.38 -0.55 1.68 -0.39
C -1.77 1.11 1.61 0.29
S -1.14 2.55 0.77 -0.32
H -3.01 0.79 -0.95 0.10
H -4.49 0.69 0.06 0.32
H -3.69 -0.84 -0.40 0.33
H -3.54 -1.52 1.84 0.56
H -1.92 -0.74 4.17 0.54
H -1.18 1.38 5.09 -0.02
H -0.52 2.72 3.87 0.06
H 0.95 1.25 6.17 0.62
H 3.57 0.13 5.93 0.53
H 4.64 -0.83 3.24 0.36
H 3.45 -1.97 2.79 0.43
H 3.89 -1.88 4.36 0.45
Te 2.67 2.34 -0.84 0.24
Te 3.84 4.09 0.90 0.03
Te 4.18 2.65 3.29 0.24
Te 1.59 3.27 2.53 0.74
O 0.39 0.02 -0.95 0.15
S 0.55 0.26 -2.56 0.16
C -1.08 0.68 -3.13 0.61
C -1.37 2.05 -3.07 -0.25
C -2.42 2.58 -3.85 -0.85
C -3.18 1.66 -4.53 -0.47
C -2.93 0.27 -4.53 -0.85
C -1.84 -0.25 -3.89 -0.32
C 0.89 -1.41 -3.02 0.12
C 1.36 -1.58 -4.32 -0.24
C 1.94 -2.84 -4.64 -0.76
C 1.72 -3.92 -3.80 -0.32
C 1.09 -3.72 -2.55 -0.67
C 0.71 -2.43 -2.12 -0.09
H -0.74 2.71 -2.45 0.31
H -2.48 3.63 -3.77 0.50
H -3.98 1.96 -5.15 0.46
H -3.63 -0.30 -5.11 0.49
H -1.50 -1.25 -3.83 0.66
H 1.51 -0.78 -5.01 0.48
H 2.38 -3.05 -5.64 0.37
H 1.98 -4.93 -4.16 0.39
H 0.86 -4.61 -1.92 0.38
H 0.26 -2.38 -1.15 0.43



# 3
7
Properties=species:S:1:pos:R:3:mulliken_charge:R:1 method="wB97M-V/def2-TZVPD" total_charge=0 orbital_gap_ev=9.935 homo_energy_ev=-10.2961 smiles="O=C(I)C(F)(F)F" relative_energy_ev=0.0000
C 0.73 1.21 -0.40 0.02
C -0.21 0.57 0.60 0.91
O 1.76 1.70 -0.11 -0.38
F 0.53 -0.34 1.28 -0.23
F -0.82 1.25 1.50 -0.21
F -1.13 -0.13 -0.12 -0.25
I 0.31 1.15 -2.41 0.15



# 4
96
Properties=species:S:1:pos:R:3:mulliken_charge:R:1 method="wB97M-V/def2-TZVPD" total_charge=+2 orbital_gap_ev="4.971 / 4.788" homo_energy_ev="-12.3198 / -12.3140" relative_energy_ev=0.0000 multiplicity=2
Ir 0.90 0.40 -0.45 3.42
C -5.95 2.73 0.00 -1.69
C -4.52 2.37 0.21 0.15
C -3.98 2.31 1.50 -1.12
C -2.66 2.00 1.68 -0.48
C -1.76 1.77 0.61 1.09
N -0.46 1.50 0.90 0.34
C 0.15 1.97 2.03 -0.13
C -0.08 3.28 2.49 -0.31
C 0.60 3.82 3.56 -1.07
C 1.51 3.05 4.29 0.38
C 2.24 3.63 5.45 -1.68
C 1.72 1.74 3.88 -0.42
C 1.09 1.20 2.77 -0.31
N 1.40 -0.15 2.48 0.63
C 1.47 -1.15 3.38 -0.23
C 1.99 -2.25 2.73 -1.23
C 2.23 -1.82 1.43 -0.26
N 1.88 -0.54 1.29 -0.74
C -2.32 1.78 -0.70 -0.82
C -3.67 2.07 -0.86 -0.38
N -1.59 1.59 -1.90 0.34
C -1.91 2.14 -3.10 -0.16
C -1.04 1.64 -4.04 -1.38
C -0.19 0.79 -3.33 -0.42
N -0.54 0.77 -2.04 -0.27
H -6.33 3.33 0.82 0.41
H -6.56 1.82 -0.05 0.31
H -6.09 3.27 -0.93 0.39
H -4.60 2.50 2.36 0.46
H -2.27 1.92 2.69 0.63
H -0.78 3.90 1.94 0.67
H 0.41 4.84 3.83 0.48
H 1.64 4.38 5.95 0.42
H 3.16 4.11 5.11 0.30
H 2.53 2.86 6.16 0.40
H 2.42 1.12 4.43 0.58
H 1.13 -1.04 4.39 0.58
H 2.19 -3.22 3.13 0.55
H 2.67 -2.36 0.61 0.53
H -4.10 2.06 -1.85 0.68
H -2.68 2.87 -3.21 0.56
H -1.02 1.84 -5.09 0.51
H 0.63 0.20 -3.69 0.54
C -1.25 -8.48 -3.16 -1.38
C -0.93 -7.22 -2.39 -0.29
S -1.55 -7.46 -0.68 1.19
O -2.98 -7.45 -0.72 -0.62
O -0.85 -8.54 -0.07 -0.65
C -1.05 -5.91 0.22 -0.43
C -2.09 -4.84 -0.09 -1.47
N -1.60 -3.51 0.21 0.30
C -0.82 -2.73 -0.57 0.10
N -0.55 -1.57 0.01 0.56
C -1.18 -1.59 1.21 -0.69
C -1.84 -2.78 1.35 -0.57
N -2.61 -3.15 2.49 1.13
O -3.08 -4.26 2.54 -0.66
O -2.70 -2.29 3.34 -0.63
C -0.30 -3.10 -1.91 -0.87
H -0.94 -8.37 -4.20 0.39
H -2.31 -8.67 -3.13 0.37
H -0.72 -9.33 -2.73 0.38
H -1.45 -6.36 -2.79 0.23
H 0.14 -7.04 -2.31 0.42
H -0.05 -5.65 -0.12 0.40
H -1.03 -6.18 1.27 0.34
H -2.98 -5.04 0.50 0.37
H -2.37 -4.88 -1.14 0.57
H -1.15 -0.78 1.91 0.76
H -0.68 -4.06 -2.25 0.08
H 0.79 -3.15 -1.88 0.26
H -0.58 -2.33 -2.63 0.19
C 5.55 1.30 -3.17 -0.54
C 4.91 2.51 -3.41 -0.80
C 3.76 2.84 -2.73 -0.10
C 3.23 1.95 -1.77 0.43
C 3.83 0.68 -1.61 -0.31
C 4.99 0.38 -2.29 -0.89
N 2.13 2.26 -1.04 -0.17
C 1.89 3.56 -0.71 -0.43
C 0.57 4.05 -0.63 0.61
C 0.33 5.37 -0.29 -0.36
C 1.39 6.23 -0.02 -0.73
C 2.69 5.76 -0.09 -0.78
C 2.95 4.45 -0.42 -0.10
H 6.46 1.07 -3.69 0.43
H 5.31 3.20 -4.14 0.44
H 3.23 3.75 -2.94 0.63
H 3.40 -0.02 -0.90 0.43
H 5.48 -0.57 -2.13 0.45
H -0.24 3.40 -0.90 -0.27
H -0.68 5.73 -0.25 0.51
H 1.20 7.26 0.24 0.46
H 3.52 6.43 0.12 0.46
H 3.96 4.09 -0.42 0.62



# 5
8
Properties=species:S:1:pos:R:3:mulliken_charge:R:1 method="wB97M-V/def2-TZVPD" total_charge=+1 orbital_gap_ev=6.834 homo_energy_ev=-14.6463 relative_energy_ev=4.1855
C -0.13 -0.16 -1.41 -0.83
P -0.48 -1.25 0.19 0.53
Cl 2.54 -2.09 2.55 0.00
Br -0.97 -3.50 -0.46 0.07
Br 2.57 -2.05 0.56 0.22
H -0.93 -0.27 -2.26 0.34
H 0.74 -0.44 -1.89 0.33
H -0.14 0.94 -1.04 0.35



# 6
84
Properties=species:S:1:pos:R:3:mulliken_charge:R:1 method="wB97M-V/def2-TZVPD" total_charge=0 orbital_gap_ev="4.346 / 8.936" homo_energy_ev="-4.5239 / -9.1562" multiplicity=7
V -3.36 8.61 24.95 0.72
Ti -1.52 9.86 21.81 1.45
C -0.05 10.98 26.10 -0.93
C -1.14 10.03 25.58 0.95
O -1.24 9.55 24.36 -0.59
O -2.13 9.86 26.36 -0.78
H -0.13 10.94 27.19 0.35
H -0.16 11.98 25.69 0.15
H 0.96 10.60 25.94 0.26
C -5.56 7.19 21.52 -0.96
C -4.68 7.63 22.67 0.96
O -3.53 8.07 22.41 -0.46
O -5.07 7.42 23.86 -0.80
H -5.00 6.63 20.77 0.22
H -5.95 8.08 21.05 0.15
H -6.37 6.56 21.89 0.33
C -5.22 12.93 24.05 0.38
F -4.25 13.42 24.79 -0.24
F -6.14 12.61 24.87 -0.18
F -5.53 13.86 23.22 -0.20
S -4.56 11.41 23.14 1.23
O -4.47 10.43 24.22 -0.65
O -5.59 10.91 22.16 -0.66
O -3.26 11.81 22.59 -0.54
C 2.11 6.55 21.34 -1.16
C 1.78 7.82 21.99 0.57
O 0.60 8.28 21.89 -0.37
N 2.73 8.43 22.68 -0.14
C 2.44 9.68 23.33 -0.96
H 3.15 6.50 21.02 0.41
H 1.52 6.38 20.44 0.00
H 1.83 5.86 22.13 0.36
H 3.58 7.91 22.88 0.23
H 3.40 10.15 23.53 0.26
H 2.14 9.42 24.34 0.50
H 1.67 10.22 22.78 0.17
C -0.05 17.73 22.06 -1.08
C -1.12 16.71 22.33 0.61
O -2.29 17.11 22.19 -0.64
N -0.70 15.46 22.63 -0.07
C -1.65 14.41 22.84 -0.71
H -0.35 18.73 22.37 0.31
H 0.31 17.95 21.05 0.25
H 0.78 17.55 22.74 0.32
H 0.28 15.23 22.77 0.28
H -1.02 13.54 23.03 0.24
H -2.35 14.30 22.01 0.25
H -2.31 14.62 23.68 0.21
O -0.91 3.76 17.72 -0.62
C -1.08 4.96 17.92 0.48
O -0.63 5.55 19.09 -0.37
C -0.92 6.92 19.11 0.88
C -2.08 7.16 18.13 0.01
C -2.04 5.93 17.26 -0.59
H -0.02 7.51 18.93 -0.64
H -1.36 7.16 20.08 -0.03
H -1.93 8.13 17.64 0.31
H -3.03 7.09 18.65 -0.05
H -1.70 6.31 16.30 0.24
H -3.02 5.45 17.16 0.32
O -2.25 10.15 19.54 -0.06
C -2.92 10.89 18.80 -0.03
O -2.41 11.69 17.76 -0.32
C -3.43 12.59 17.38 -0.56
C -4.75 12.02 17.76 -0.55
C -4.42 11.14 18.94 0.34
H -3.14 12.93 16.39 0.38
H -3.26 13.48 17.99 0.28
H -5.04 11.42 16.90 0.28
H -5.42 12.87 17.89 0.31
H -5.01 10.23 19.02 0.27
H -4.51 11.69 19.88 -0.21
O 1.00 11.96 20.82 -0.77
C 1.58 11.49 19.83 0.59
O 0.95 10.91 18.89 -0.14
C 1.76 10.20 17.91 -0.24
C 3.11 10.14 18.63 -0.57
C 3.08 11.30 19.51 -0.39
H 1.84 10.73 16.96 0.32
H 1.37 9.18 17.88 0.05
H 3.93 10.39 17.96 0.31
H 3.16 9.10 18.98 0.20
H 3.56 12.24 19.24 0.39
H 3.55 10.96 20.44 0.18



# 7
60
Properties=species:S:1:pos:R:3:mulliken_charge:R:1 method="wB97M-V/def2-TZVPD" total_charge=+2 orbital_gap_ev="7.896 / 7.802" homo_energy_ev="-13.2373 / -14.5345" multiplicity=3
Pt -8.17 -15.38 8.58 1.57
C -7.27 -16.84 6.28 -1.07
N -8.29 -17.20 7.28 0.16
C -9.66 -17.18 6.69 -1.08
C -10.69 -16.79 7.74 0.86
C -11.97 -17.30 7.81 -1.10
C -12.77 -16.86 8.88 -0.29
C -12.30 -15.96 9.79 -0.92
C -11.02 -15.46 9.62 -0.02
N -10.24 -15.91 8.65 -0.10
C -8.08 -18.42 8.02 -1.29
C -7.96 -18.24 9.53 0.85
C -7.86 -19.38 10.28 -0.96
C -7.59 -19.19 11.64 -0.31
C -7.43 -17.94 12.18 -1.05
C -7.59 -16.86 11.34 0.04
N -7.83 -17.00 10.02 -0.10
C -7.33 -15.45 5.71 0.56
C -7.08 -15.18 4.40 -0.73
C -6.99 -13.87 3.93 -0.53
C -7.11 -12.85 4.90 -0.72
C -7.47 -13.19 6.22 0.04
N -7.62 -14.44 6.61 -0.18
H -7.28 -17.59 5.53 0.55
H -6.24 -16.89 6.78 0.42
H -9.87 -18.20 6.34 0.58
H -9.68 -16.46 5.82 0.45
H -12.34 -17.97 7.06 0.49
H -13.80 -17.24 8.93 0.43
H -12.93 -15.58 10.58 0.44
H -10.66 -14.74 10.32 0.48
H -7.16 -18.88 7.62 0.56
H -8.94 -19.08 7.85 0.50
H -7.99 -20.38 9.88 0.46
H -7.54 -20.09 12.25 0.41
H -7.33 -17.74 13.23 0.44
H -7.50 -15.87 11.76 0.44
H -6.94 -15.98 3.72 0.48
H -6.74 -13.59 2.92 0.47
H -7.09 -11.81 4.56 0.37
H -7.70 -12.33 6.92 0.34
O -2.44 -11.24 11.68 -0.52
C -3.06 -11.10 12.90 -0.52
N -4.53 -11.28 12.81 -0.18
C -4.91 -12.46 12.17 0.38
O -4.19 -13.41 12.09 -0.61
C -6.27 -12.43 11.43 0.12
C -7.24 -11.45 11.56 -0.40
C -8.39 -11.55 10.80 -1.01
C -8.60 -12.65 9.99 -0.30
N -7.69 -13.63 9.90 -0.22
C -6.57 -13.54 10.61 -0.10
H -2.25 -12.15 11.53 0.35
H -2.90 -10.06 13.30 0.39
H -2.67 -11.74 13.69 0.31
H -5.06 -10.41 12.75 0.28
H -7.13 -10.63 12.24 0.45
H -9.19 -10.80 10.89 0.39
H -9.50 -12.76 9.37 0.65
H -5.87 -14.36 10.46 0.63



# 8
27
Properties=species:S:1:pos:R:3:mulliken_charge:R:1 method="wB97M-V/def2-TZVPD" total_charge=+2 orbital_gap_ev="7.444 / 7.426" homo_energy_ev="-17.0939 / -17.1903" multiplicity=4
Tc 0.03 -0.52 -0.81 1.27
O -3.44 1.43 -0.21 -0.40
C -2.29 1.21 -0.26 0.21
O -1.76 -0.03 -0.69 -0.64
C -1.17 2.11 0.08 0.73
C -1.23 3.40 0.52 -0.49
C -0.03 4.06 0.76 -0.26
C 1.19 3.42 0.57 -0.49
C 1.17 2.12 0.12 0.73
N 0.01 1.50 -0.11 -0.42
C 2.32 1.24 -0.17 0.21
O 3.46 1.47 -0.07 -0.40
O 1.82 -0.01 -0.62 -0.64
H -2.19 3.88 0.66 0.51
H -0.04 5.08 1.12 0.48
H 2.14 3.91 0.75 0.51
S 0.06 -2.62 -1.64 -0.11
C 0.02 -4.02 -0.57 0.59
N 0.04 -5.22 -1.19 -0.03
C 0.02 -6.37 -0.48 0.03
C -0.04 -6.30 0.88 -0.56
C -0.06 -5.04 1.45 -0.01
N -0.03 -3.91 0.72 -0.39
H 0.08 -5.25 -2.20 0.29
H 0.04 -7.29 -1.05 0.43
H -0.06 -7.20 1.48 0.41
H -0.11 -4.91 2.53 0.44



# 9
107
Properties=species:S:1:pos:R:3:mulliken_charge:R:1 method="wB97M-V/def2-TZVPD" total_charge=0 orbital_gap_ev="8.072 / 3.429" homo_energy_ev="-10.0033 / -10.0033" multiplicity=2
As -0.23 -0.60 0.22 2.32
F 0.70 0.90 0.42 -0.52
F 0.15 -1.09 1.93 -0.53
F -1.14 -2.12 -0.03 -0.33
F -0.59 -0.14 -1.43 -0.50
F 1.29 -1.53 -0.37 -0.51
F -1.71 0.26 0.77 -0.50
O 2.63 -0.69 -6.49 -0.63
S 1.26 -0.06 -6.53 1.14
O 0.08 -0.96 -6.33 -0.60
O 1.10 1.16 -5.38 -0.25
C 2.15 1.48 -4.46 -0.57
C 1.57 1.61 -3.06 -0.53
C 1.08 0.99 -8.03 -0.94
H 2.56 2.43 -4.79 0.30
H 2.97 0.77 -4.36 0.45
H 0.62 1.13 -2.84 0.13
H 1.30 2.61 -2.72 0.25
H 2.17 1.10 -2.30 0.12
H 1.91 1.69 -8.10 0.32
H 0.13 1.50 -7.87 0.33
H 1.03 0.40 -8.95 0.38
O 3.78 -4.94 2.65 -0.67
S 2.53 -4.48 3.39 1.20
O 1.71 -5.33 4.17 -0.62
O 2.82 -3.10 4.19 -0.15
C 3.42 -3.21 5.45 -0.34
C 3.57 -1.85 6.04 -1.16
C 1.43 -3.69 2.21 -0.77
H 4.41 -3.66 5.55 0.36
H 2.69 -3.75 6.05 0.35
H 4.45 -1.32 5.67 0.24
H 3.69 -1.89 7.12 0.41
H 2.72 -1.23 5.73 0.28
H 0.79 -4.50 1.85 0.50
H 1.83 -3.17 1.34 0.25
H 0.85 -3.05 2.88 0.07
O -3.78 -4.55 1.10 -0.51
S -4.49 -3.50 1.74 1.11
O -5.94 -3.62 1.97 -0.66
O -3.87 -3.23 3.33 -0.41
C -2.44 -3.35 3.47 0.58
C -2.00 -2.87 4.92 -1.26
C -4.15 -1.82 1.03 -0.35
H -2.01 -2.80 2.63 -0.36
H -2.31 -4.41 3.26 0.34
H -0.94 -2.99 5.17 0.26
H -2.37 -3.64 5.60 0.41
H -2.56 -1.97 5.16 0.33
H -4.50 -1.76 0.00 0.42
H -3.07 -1.73 1.14 -0.36
H -4.68 -1.04 1.58 0.36
O -1.85 6.19 -5.28 -0.60
S -1.56 6.22 -3.86 1.12
O -1.50 7.51 -3.12 -0.60
O -2.58 5.18 -3.02 -0.25
C -2.88 3.92 -3.63 -0.55
C -2.23 2.97 -2.61 -0.39
C 0.14 5.43 -3.71 -0.67
H -2.56 3.76 -4.66 0.37
H -3.96 3.85 -3.59 0.30
H -2.68 2.99 -1.61 0.30
H -1.22 3.35 -2.47 -0.12
H -2.02 1.96 -2.96 0.33
H 0.80 6.04 -4.34 0.47
H 0.06 4.43 -4.14 0.03
H 0.44 5.40 -2.66 0.26
O -1.47 4.72 0.21 -0.51
S -0.84 4.81 1.57 1.19
O 0.08 5.90 1.95 -0.64
O -2.00 4.60 2.74 -0.36
C -1.57 4.52 4.12 -0.12
C -1.49 5.91 4.71 -1.17
C 0.04 3.20 1.82 -1.17
H -0.84 3.77 4.44 0.19
H -2.41 3.96 4.51 0.36
H -1.92 6.65 4.05 0.31
H -0.46 6.19 4.49 0.33
H -1.78 6.09 5.75 0.36
H 1.03 3.04 1.40 0.38
H -0.60 2.37 1.52 0.36
H 0.41 2.99 2.82 0.36
O -3.06 -4.33 -3.29 -0.61
S -2.02 -5.35 -3.05 1.20
O -2.10 -6.66 -3.69 -0.62
O -0.53 -4.74 -3.41 -0.40
C -0.22 -3.44 -3.00 0.17
C 1.00 -2.79 -3.55 -0.59
C -1.70 -5.47 -1.26 -0.93
H -0.11 -3.61 -1.93 -0.14
H -1.09 -2.79 -3.06 0.38
H 0.63 -2.25 -4.42 0.03
H 1.94 -3.33 -3.70 0.41
H 1.30 -2.01 -2.85 0.06
H -1.80 -4.56 -0.68 0.10
H -0.80 -6.08 -1.15 0.42
H -2.38 -6.26 -0.94 0.53
C 4.18 0.97 0.74 -0.50
S 4.45 0.92 2.61 0.59
O 4.35 2.38 3.05 -0.27
C 2.82 0.16 3.00 0.51
H 3.17 1.36 0.67 -0.07
H 4.22 -0.01 0.27 0.39
H 4.89 1.69 0.34 0.47
H 3.12 -0.87 3.17 -0.13
H 2.18 0.16 2.12 -0.53
H 2.32 0.55 3.88 0.49